# 1
The following is a quantum chemistry calculation of a cluster of 13 separate species, C38H108N6O13 in total in a non-equilibrium geometry, from the Open Molecules 2025 dataset.

Calculated values
Highest occupied orbital energy: -0.329 Ha
Energy: -76709.546 eV
Largest force on an atom: 2.8 eV/A
E_LUMO: 0.0138 Ha
ΔE to the lowest compared entry with this formula, charge and spin: 52.6 kcal per mole

The geometry in XYZ format:
```
165
C38H108N6O13 ωB97M-V/def2-TZVPD
C -4.00063 -3.00023 3.33188
C -3.52670 -2.54576 1.92952
O -4.59340 -2.75179 0.99224
H -3.27688 -2.72004 4.09724
H -4.10884 -4.08458 3.35568
H -4.95738 -2.53980 3.57829
H -2.59241 -2.98765 1.58321
H -3.22466 -1.50139 2.00797
H -4.25106 -2.64268 0.10202
C -2.07972 4.35817 -2.91606
C -3.30275 3.96717 -2.02860
O -3.39393 2.60435 -2.13270
H -2.36534 4.10660 -3.93745
H -1.17991 3.83695 -2.58929
H -1.82624 5.41802 -2.89256
H -4.24742 4.40803 -2.34694
H -3.04235 4.26494 -1.01292
H -4.03944 2.31203 -1.48503
C 1.68697 -0.39439 3.72086
C 0.39220 0.05299 4.48758
O -0.69579 0.13901 3.61427
H 2.56522 -0.41256 4.36620
H 1.83342 0.32247 2.91292
H 1.51573 -1.40833 3.35933
H 0.44734 1.04752 4.93028
H 0.16554 -0.70077 5.24162
H -1.22162 0.85626 3.97574
C 0.30797 -3.61357 0.93728
C 1.58672 -4.18159 1.52933
O 1.44036 -4.72089 2.84271
H -0.44601 -4.37009 0.71985
H 0.56916 -3.10176 0.01103
H -0.16552 -2.86294 1.57011
H 2.33201 -3.38622 1.53565
H 1.99796 -4.88898 0.80921
H 2.10183 -4.46289 3.48885
C -4.98454 0.63653 3.11643
C -5.22239 1.78007 4.14698
O -5.48704 1.28564 5.38494
H -4.90736 1.03826 2.10611
H -5.70385 -0.17445 3.00240
H -4.05111 0.16410 3.42238
H -6.10036 2.32907 3.80659
H -4.39135 2.47571 4.26343
H -5.67965 2.01863 5.97420
C 0.66786 4.97279 -0.95571
C 1.74723 5.32510 0.07772
O 2.91625 4.65872 -0.24767
H 0.37749 3.92231 -0.97248
H 0.92685 5.31141 -1.95888
H -0.26159 5.46751 -0.67379
H 1.31244 5.07294 1.04491
H 1.93628 6.39798 0.11362
H 2.88385 3.85104 0.27021
C 3.12615 2.13844 -2.80722
C 3.03401 3.53892 -3.47877
O 3.74332 4.53113 -2.77097
H 2.61296 1.39909 -3.42211
H 2.51334 2.05952 -1.90926
H 4.12805 1.82026 -2.51902
H 2.05714 4.02156 -3.50854
H 3.43744 3.53193 -4.49134
H 3.30175 4.56614 -1.91927
C 6.29911 -4.56163 -1.05010
C 5.05055 -4.07571 -1.70070
C 4.78790 -4.71494 -3.12024
O 5.69747 -4.23924 -4.10707
C 5.80470 -5.00871 -5.29057
N 3.95181 -4.23259 -0.76431
H 7.11677 -4.55223 -1.77081
H 6.23310 -5.58734 -0.68726
H 6.59056 -3.98400 -0.17289
H 5.11606 -2.99750 -1.84657
H 3.76313 -4.55502 -3.45545
H 4.70924 -5.79595 -3.00481
H 6.54363 -4.52762 -5.93137
H 4.80583 -4.98166 -5.72603
H 6.11716 -6.02713 -5.05975
H 4.07059 -3.64342 0.04740
H 3.91283 -5.15855 -0.36284
C -2.30111 -0.44678 -4.31901
C -1.08867 -1.34490 -4.15241
C 0.13942 -0.75418 -4.85503
O 1.34262 -1.44509 -4.60330
C 1.55584 -2.73379 -5.03259
N -0.87096 -1.48941 -2.77330
H -2.09406 0.55428 -3.94070
H -3.16470 -0.82134 -3.76946
H -2.59171 -0.37210 -5.36690
H -1.34599 -2.34658 -4.49668
H 0.41711 0.23389 -4.48802
H 0.11360 -0.61947 -5.93636
H 2.22810 -3.18703 -4.30407
H 1.98219 -2.76937 -6.03511
H 0.63935 -3.31156 -5.15228
H 0.12711 -1.64147 -2.74411
H -0.78951 -0.53313 -2.45868
C 4.98775 2.14744 1.02590
C 3.81380 2.27556 2.02826
C 3.91146 3.48561 3.00874
O 2.97381 3.41924 4.08656
C 2.80034 4.67768 4.67869
N 2.68512 2.37013 1.18430
H 4.85363 1.36841 0.27542
H 5.90349 1.91863 1.57103
H 5.23300 3.08983 0.53615
H 3.77126 1.34271 2.59047
H 3.72927 4.39732 2.43981
H 4.93728 3.50287 3.37686
H 2.26591 5.42780 4.09577
H 3.75983 5.08109 5.00233
H 2.35779 4.48595 5.65618
H 1.89915 2.41728 1.81685
H 2.62026 1.53871 0.61452
C -1.98151 0.68072 0.29568
C -0.56629 1.06181 -0.23601
C 0.45222 -0.10585 0.05346
O 1.78302 0.13888 -0.49676
C 2.52153 -1.05296 -0.84021
N -0.73904 1.36095 -1.68548
H -2.44887 -0.17367 -0.19390
H -2.69242 1.49602 0.16151
H -1.89321 0.39947 1.34506
H -0.28248 1.93378 0.35324
H 0.10806 -1.06446 -0.33477
H 0.55677 -0.28725 1.12316
H 3.53932 -0.77477 -1.11373
H 2.00534 -1.61902 -1.61559
H 2.60618 -1.73753 0.00378
H -1.61204 1.85424 -1.80648
H 0.00405 1.98059 -1.97524
C -1.72859 3.83985 2.04795
C -0.58989 3.98114 3.08935
C -0.99156 3.83502 4.57050
O -1.68803 2.55375 4.79683
C -2.43896 2.55011 6.04414
N 0.41696 2.96345 2.81055
H -2.52521 4.53633 2.30949
H -2.31851 2.92403 2.08480
H -1.43018 4.05502 1.02191
H -0.18354 4.99174 3.04842
H -1.56219 4.71298 4.87327
H -0.14426 3.77293 5.25338
H -2.91578 1.57706 6.16210
H -3.18318 3.34647 6.03837
H -1.82226 2.77163 6.91518
H -0.08598 2.09238 2.90218
H 1.22188 3.05221 3.41414
C -2.96624 -4.76512 -1.62077
C -3.90604 -3.72695 -2.19244
C -5.37881 -3.96745 -1.99749
O -5.79353 -5.29814 -2.33570
C -6.24862 -5.34879 -3.66207
N -3.56247 -2.39875 -1.67087
H -3.01956 -4.83195 -0.53412
H -1.91095 -4.56902 -1.81055
H -3.16792 -5.77238 -1.98526
H -3.69472 -3.69874 -3.26139
H -5.89909 -3.19316 -2.56130
H -5.59667 -3.91198 -0.93092
H -7.02787 -4.60362 -3.82209
H -6.74896 -6.29780 -3.85477
H -5.51718 -5.15864 -4.44753
H -2.58939 -2.24246 -1.89175
H -4.07396 -1.69339 -2.18170
```



# 2
The following is a quantum chemistry calculation of a cluster of 14 separate species, C38H109N5O14 in total in a non-equilibrium geometry, from the Open Molecules 2025 dataset.

Calculated values
Highest occupied orbital energy: -0.329 Ha
Energy: -77280.293 eV
Largest force on an atom: 3.9 eV/A
E_LUMO: 0.0023 Ha
ΔE to the lowest compared entry with this formula, charge and spin: 108.9 kcal per mole

The geometry in XYZ format:
```
166
C38H109N5O14 ωB97M-V/def2-TZVPD
C 5.85106 37.62593 -21.14575
C 5.78881 36.10486 -20.97051
O 5.81188 35.75704 -19.58674
H 6.74685 38.05053 -20.69256
H 4.98564 38.07473 -20.65816
H 5.89795 38.03889 -22.15340
H 6.70376 35.67410 -21.37721
H 4.94961 35.62329 -21.47243
H 5.93897 34.80562 -19.60328
C 5.43280 39.85840 -28.50267
C 6.80511 40.11437 -27.82830
O 6.71281 39.69637 -26.49891
H 5.60999 39.99338 -29.56967
H 4.66966 40.56301 -28.17215
H 5.14712 38.82033 -28.33268
H 7.15118 41.14664 -27.77574
H 7.62950 39.56814 -28.28669
H 7.61539 39.61980 -26.18096
C 2.65495 21.56820 -30.78023
C 3.15303 22.37385 -29.65727
O 2.20497 23.27728 -29.19851
H 3.39321 20.82711 -31.08660
H 2.52741 22.12128 -31.71079
H 1.70701 21.03644 -30.69799
H 4.03305 22.94706 -29.94898
H 3.42067 21.71532 -28.83095
H 2.30348 24.11156 -29.66312
C 5.76006 35.74672 -33.62899
C 5.23136 34.85368 -32.51436
O 5.45940 33.56787 -32.98029
H 5.25433 35.60273 -34.58377
H 6.83689 35.68115 -33.78463
H 5.57128 36.79560 -33.40028
H 4.18622 35.11924 -32.35544
H 5.79961 35.10409 -31.61855
H 4.62881 33.23334 -33.32642
C 0.02005 26.27413 -32.50276
C 0.98691 27.30221 -31.92592
O 2.24585 26.69951 -31.67994
H 0.16584 25.87847 -33.50790
H -0.99553 26.66507 -32.44056
H 0.01069 25.40513 -31.84484
H 0.65025 27.78861 -31.01041
H 1.21865 28.11536 -32.61380
H 2.81850 27.41363 -31.39064
C 9.80153 25.89286 -29.34401
C 9.97451 26.87424 -30.44946
O 9.09113 27.95555 -30.37423
H 10.45338 26.28593 -28.56382
H 10.29333 24.95028 -29.58440
H 8.80181 25.74189 -28.93674
H 9.86081 26.31050 -31.37540
H 11.01596 27.19442 -30.41823
H 9.42041 28.66631 -30.92920
C 8.86573 30.54768 -23.58739
C 8.01417 29.28932 -23.64187
O 6.61832 29.63285 -23.51772
H 9.93472 30.38229 -23.72150
H 8.61879 31.05944 -22.65722
H 8.42321 31.22353 -24.31917
H 8.29272 28.53338 -22.90766
H 8.17411 28.76122 -24.58188
H 6.37174 30.34699 -24.11001
C 5.09617 22.61582 -24.42558
C 3.93523 23.55304 -24.16267
O 3.36678 23.12639 -22.95809
H 4.88673 21.54940 -24.34201
H 5.91178 22.80426 -23.72746
H 5.52162 22.77556 -25.41632
H 3.20339 23.42265 -24.95986
H 4.28503 24.58525 -24.17981
H 2.67659 22.47297 -23.09327
C -0.19841 35.25711 -27.48338
C 0.59191 35.15788 -28.81188
O -0.02898 35.94432 -29.81122
H 0.45332 35.19403 -26.61197
H -0.94801 34.46671 -27.44515
H -0.72759 36.20999 -27.49284
H 0.73192 34.12196 -29.12070
H 1.59032 35.50798 -28.54977
H -0.80025 35.40596 -30.00333
C 0.68798 30.47162 -24.47147
C 0.32353 29.26491 -23.54993
C 0.32251 27.88113 -24.25795
O -0.82654 27.78128 -25.06863
C -0.90720 26.70697 -25.94530
N 1.26815 29.30425 -22.48421
H 1.72576 30.49783 -24.80378
H 0.44562 31.32382 -23.83655
H 0.06089 30.44207 -25.36252
H -0.65331 29.51272 -23.13462
H 0.28226 27.03589 -23.57089
H 1.25586 27.75839 -24.80739
H -0.15083 26.89024 -26.70846
H -1.87071 26.66555 -26.45327
H -0.80242 25.74032 -25.45265
H 2.18673 29.29034 -22.90389
H 1.30115 28.47358 -21.91060
C 10.88897 33.11993 -31.08827
C 11.23808 32.61741 -32.53324
C 12.69737 32.06118 -32.75112
O 13.72692 32.75267 -32.14826
C 14.08252 33.99472 -32.76895
N 10.24647 31.66849 -32.92750
H 10.98670 32.30034 -30.37636
H 9.86209 33.47843 -31.01688
H 11.55130 33.93487 -30.79624
H 11.14687 33.50015 -33.16613
H 12.86394 31.94479 -33.82201
H 12.66996 31.02751 -32.40634
H 14.40842 33.77788 -33.78624
H 14.87660 34.46783 -32.19127
H 13.19271 34.62126 -32.83041
H 10.53069 31.43393 -33.86787
H 9.38307 32.18134 -33.03530
C 5.37365 27.56718 -36.36029
C 4.13362 26.80942 -36.92669
C 4.28303 26.42548 -38.40035
O 4.21741 27.66949 -39.15280
C 4.67064 27.47139 -40.47146
N 3.82294 25.64804 -36.14357
H 5.45497 27.80289 -35.29919
H 5.34536 28.51231 -36.90254
H 6.26711 27.06845 -36.73593
H 3.27039 27.46090 -36.79064
H 3.45604 25.80212 -38.74038
H 5.17206 25.81349 -38.55264
H 5.75355 27.39384 -40.56838
H 4.35026 28.35537 -41.02286
H 4.24063 26.56900 -40.90607
H 2.91382 25.22376 -36.26015
H 3.78136 25.94723 -35.17980
C 11.20842 37.58101 -23.21962
C 11.24591 39.10027 -22.99403
C 12.57952 39.59282 -22.33055
O 12.51929 41.03494 -22.11038
C 13.77633 41.64422 -21.99437
N 11.06318 39.81212 -24.28086
H 11.49881 36.98789 -22.35245
H 11.95816 37.35567 -23.97805
H 10.18399 37.33665 -23.50055
H 10.46364 39.45246 -22.32164
H 13.44393 39.32282 -22.93718
H 12.69413 39.12003 -21.35513
H 13.49466 42.53313 -21.42992
H 14.30894 41.87872 -22.91602
H 14.42421 40.99252 -21.40816
H 11.25672 40.78778 -24.10555
H 11.86530 39.63782 -24.86936
C 4.68845 28.81761 -27.80507
C 4.82206 30.21256 -28.47838
C 5.87439 31.20409 -27.90948
O 5.29884 31.64938 -26.76352
C 5.34119 33.08250 -26.47359
N 5.22312 29.96296 -29.83412
H 3.70254 28.39899 -28.00713
H 4.79725 28.90984 -26.72444
H 5.51629 28.19962 -28.15272
H 3.87355 30.74637 -28.53734
H 6.15306 31.95779 -28.64594
H 6.81043 30.69595 -27.67771
H 6.38688 33.36829 -26.35972
H 4.77417 33.22811 -25.55415
H 5.00083 33.71415 -27.29412
H 6.16778 29.60831 -29.79004
H 5.38662 30.80389 -30.36910
```